Below is a structure of composition C17H25NV at a distorted geometry, with properties calculated with the ωB97M-V functional and the def2-TZVPD basis.

Results
**HOMO (alpha / beta)**: -6.6 / -7.6 eV
**Electronic energy**: -45201.8326 eV
**Multiplicity**: 4

Structure (XYZ):
```
44
Properties=species:S:1:pos:R:3:forces:R:3
C -1.2728 -1.6193 -1.6253 2.51 0.58 2.76
C 1.4298 0.0673 -1.8491 4.29 2.25 -6.04
C -0.8493 -0.1542 -1.8376 -6.92 -3.50 -6.57
H -1.6101 -1.9241 -0.6222 -0.22 0.27 -0.42
C 0.7912 1.4452 -1.7030 4.42 2.37 -4.62
H 2.5187 0.1555 -1.8042 -0.08 0.17 0.56
H -0.7742 -0.2707 -2.9654 0.13 0.96 1.48
H 1.5049 2.2480 -1.4498 0.02 -0.45 -0.19
C -1.6897 1.0997 -1.7218 0.33 -0.35 -0.44
H -1.9757 1.2127 -0.6674 0.20 1.06 -0.34
H -2.6309 1.1138 -2.3225 0.75 0.00 0.29
C 0.1618 -2.2742 -1.8790 -0.63 -0.02 -1.82
H -0.0747 -3.0325 -2.6185 0.48 -0.43 -0.27
H 0.7082 -2.8551 -1.0929 -0.70 1.00 -0.08
C 1.0721 -1.2028 -2.6364 0.18 -0.73 -0.30
H 0.5873 -0.9457 -3.6105 0.69 -0.38 0.70
H 2.0080 -1.6953 -2.8744 0.37 -0.22 -0.04
C -0.4924 1.9630 -2.3119 -1.98 0.53 -0.23
H -0.4975 1.7959 -3.4253 -0.01 0.29 0.95
H -0.7067 3.0193 -2.1011 0.69 -0.07 -0.10
V 0.2180 0.2202 -0.5136 -4.56 -1.64 13.23
H -2.0048 -1.7279 -2.3569 -1.22 -1.46 -1.22
C 2.9380 0.7655 0.7950 -0.05 -0.08 0.39
N 1.6039 0.2204 1.1040 1.03 -0.09 0.25
C 1.7254 -1.1909 1.5170 0.30 0.06 0.36
C 0.9704 1.0161 2.1869 0.63 -0.09 -0.27
C -0.4810 0.6582 2.2840 -1.02 -0.28 1.28
C -1.1264 0.7181 3.5369 0.06 -0.11 -0.49
C -2.4517 0.2558 3.6211 0.21 0.14 0.20
C -3.1212 -0.2337 2.4763 0.07 0.16 0.17
C -2.4685 -0.2345 1.2276 -0.02 0.32 1.43
C -1.1336 0.1928 1.1405 0.13 -0.03 0.15
H 3.4148 0.2313 -0.0410 -0.24 0.13 0.46
H 3.5553 0.6663 1.7002 0.20 0.13 -0.20
H 2.8483 1.8289 0.5336 0.02 -0.33 0.04
H 2.4988 -1.2428 2.2989 -0.06 -0.29 -0.05
H 0.7832 -1.5672 1.9319 0.16 0.22 -0.18
H 2.0202 -1.8291 0.6722 0.02 0.26 0.16
H 1.5350 0.7960 3.1054 -0.23 0.12 0.18
H 1.1348 2.0825 1.9652 -0.13 -0.27 -0.07
H -0.5494 1.1108 4.4038 -0.75 -0.39 -0.47
H -2.9424 0.2819 4.6095 0.12 -0.10 -0.70
H -4.1596 -0.6038 2.5795 0.71 0.27 -0.09
H -3.0154 -0.5619 0.3406 0.13 0.02 0.20
```
Forces are in eV/Å.